Computed, not measured: the molecule C4H6 at a distorted geometry, with ωB97M-V/def2-TZVPD.

HOMO-LUMO gap (alpha / beta) = 7.5 / 7.6 eV

Last column: natural (NBO) charge in e.
Positions of all 10 atoms, in Å:
C 1.20799 -0.16335 1.34199  -0.736
C 0.13981 0.56616 0.61227  0.136
C -0.67958 0.15192 -0.39528  -0.412
C -0.98159 0.00930 -1.71790  -0.411
H 1.91266 0.54230 1.79950  0.231
H 1.76361 -0.93328 0.78485  0.209
H 0.73329 -0.67831 2.19396  0.264
H -1.98754 -0.33511 -1.95458  0.196
H -0.38806 0.39878 -2.53313  0.201
H -1.72059 0.44159 -0.13167  0.323

Computed, not measured: a cluster of 2 separate species, C4H10N2O2 in total at a distorted geometry, with ωB97M-V/def2-TZVPD.

structure (SMILES) = CC(C)=O.C=NON
HOMO-LUMO gap = 9.8 eV

Last column: natural (NBO) charge in e.
Positions of all 18 atoms, in Å:
C 1.33198 -0.07771 1.38523  -0.741
C 1.33862 -0.77558 0.05073  0.625
C 1.76591 0.06604 -1.12204  -0.725
O 0.95682 -1.91942 -0.08146  -0.580
H 1.20418 -0.79738 2.19098  0.228
H 0.48765 0.61407 1.39602  0.267
H 2.24413 0.49901 1.52983  0.224
H 1.69062 -0.50503 -2.04425  0.234
H 1.13097 0.95027 -1.17862  0.242
H 2.79364 0.40354 -0.98521  0.228
C -2.01861 1.64096 -1.05863  -0.145
N -1.39880 1.18831 -0.08417  -0.182
O -2.04910 -0.39379 -0.13208  -0.342
N -1.81207 -1.38911 0.73717  -0.470
H -2.77638 0.88986 -1.44077  0.211
H -1.89479 2.65297 -1.42668  0.208
H -0.94174 -1.89453 0.56772  0.376
H -2.05301 -1.15248 1.69624  0.341

In kcal per mole, the energy relative to the best compared isomer or geometry (same formula, charge and spin) values for the records above are, in order, 88.5, 138.5.